160
Properties=species:S:1:pos:R:3:lowdin_charge:R:1 method="wB97M-V/def2-TZVPD" fmax_ha_per_bohr=0.073 lumo_energy_ev=0.355 total_charge=0 e_homo_ev=-9.03 total_energy_ev=-101081.46509
C -13.029 -13.924 0.870 -0.076
C -13.206 -12.808 1.836 -0.440
C -12.453 -11.516 1.437 -0.189
O -12.564 -10.537 2.485 -0.200
C -11.969 -9.307 2.028 -0.097
N -14.607 -12.455 1.867 0.042
H -12.027 -14.295 0.910 0.067
H -13.290 -13.769 -0.251 0.115
H -13.666 -14.767 1.142 0.048
H -12.879 -13.190 2.829 0.153
H -12.806 -11.138 0.463 0.104
H -11.322 -11.691 1.354 0.146
H -10.890 -9.470 2.031 0.086
H -12.160 -8.426 2.610 0.075
H -12.372 -9.048 1.041 0.080
H -14.679 -11.669 2.488 0.075
H -15.097 -13.111 2.481 0.068
C -21.759 -21.847 0.703 -0.044
C -22.078 -22.403 -0.711 -0.398
C -22.782 -23.750 -0.867 -0.183
O -24.145 -23.713 -0.384 -0.228
C -24.697 -25.043 -0.225 -0.081
N -22.976 -21.441 -1.335 0.019
H -21.245 -20.879 0.575 0.047
H -21.137 -22.547 1.297 0.086
H -22.704 -21.605 1.246 0.082
H -21.108 -22.414 -1.269 0.145
H -22.223 -24.482 -0.297 0.118
H -22.910 -24.055 -1.893 0.120
H -24.259 -25.427 0.702 0.086
H -24.383 -25.717 -1.082 0.104
H -25.760 -24.946 -0.166 0.073
H -23.878 -21.555 -0.806 0.079
H -22.691 -20.522 -0.996 0.056
C -17.848 -7.923 -2.061 -0.031
C -17.495 -8.760 -3.387 -0.367
C -16.027 -9.064 -3.499 -0.222
O -15.621 -10.032 -2.542 -0.213
C -14.259 -10.017 -2.313 -0.113
N -18.170 -10.063 -3.662 0.035
H -17.345 -8.250 -1.138 0.072
H -18.892 -7.993 -1.885 0.044
H -17.665 -6.859 -2.234 0.069
H -17.705 -8.075 -4.198 0.123
H -15.424 -8.185 -3.353 0.111
H -15.730 -9.299 -4.527 0.131
H -14.004 -8.992 -1.915 0.105
H -13.670 -10.151 -3.192 0.085
H -13.990 -10.669 -1.487 0.069
H -19.204 -9.978 -3.421 0.112
H -17.798 -10.750 -3.000 0.033
C -19.734 -15.388 -3.161 -0.055
C -19.789 -15.806 -1.723 -0.396
C -20.913 -16.864 -1.492 -0.189
O -21.194 -16.936 -0.100 -0.197
C -21.699 -18.219 0.228 -0.106
N -18.453 -16.133 -1.216 0.070
H -19.223 -16.190 -3.702 0.073
H -19.175 -14.482 -3.305 0.049
H -20.677 -15.342 -3.634 0.066
H -20.119 -14.864 -1.166 0.124
H -20.562 -17.834 -1.884 0.101
H -21.852 -16.690 -1.983 0.086
H -21.047 -18.995 -0.188 0.061
H -22.756 -18.386 -0.037 0.092
H -21.622 -18.394 1.309 0.067
H -18.070 -16.856 -1.877 0.077
H -18.557 -16.621 -0.311 0.091
O -23.446 -15.029 -2.125 -0.082
H -22.981 -14.186 -1.997 0.024
H -24.101 -15.050 -1.376 0.010
O -21.114 -12.532 -1.661 -0.052
H -21.352 -11.776 -1.151 0.021
H -20.155 -12.515 -1.546 -0.019
O -18.128 -12.693 -5.039 -0.096
H -19.072 -12.809 -4.774 0.065
H -17.871 -11.746 -4.985 0.027
O -14.892 -16.129 -1.064 -0.088
H -14.853 -17.115 -0.870 0.059
H -15.076 -16.230 -1.983 -0.061
C -22.399 -18.581 4.032 -0.594
O -21.610 -19.063 4.893 -0.031
N -23.420 -19.307 3.360 0.154
N -22.178 -17.349 3.514 0.170
H -23.505 -20.305 3.618 0.119
H -23.902 -18.888 2.577 0.042
H -22.872 -16.889 2.996 0.057
H -21.742 -16.751 4.121 0.079
C -16.349 -15.547 2.904 -0.587
O -16.653 -14.602 2.142 -0.065
N -17.045 -15.696 4.124 0.164
N -15.313 -16.404 2.658 0.190
H -17.765 -15.012 4.167 0.080
H -16.860 -16.510 4.757 0.109
H -15.325 -17.300 3.115 0.087
H -15.112 -16.398 1.657 0.093
C -21.593 -19.385 -3.968 -0.683
O -20.458 -19.558 -3.604 0.017
N -22.538 -20.372 -3.911 0.154
N -21.979 -18.178 -4.508 0.164
H -22.424 -21.000 -3.130 0.038
H -23.512 -20.165 -3.951 0.081
H -21.398 -17.410 -4.249 0.057
H -22.939 -17.844 -4.441 0.105
C -17.311 -19.134 -1.141 -0.652
O -16.754 -18.506 -0.238 -0.001
N -17.122 -18.995 -2.444 0.186
N -18.251 -20.170 -0.819 0.155
H -17.838 -19.372 -3.058 0.105
H -16.560 -18.215 -2.761 0.062
H -18.258 -20.566 0.090 0.076
H -18.883 -20.528 -1.486 0.048
C -20.372 -13.293 2.333 -0.659
O -21.581 -13.271 2.383 0.020
N -19.775 -14.368 1.680 0.172
N -19.429 -12.471 2.822 0.191
H -18.927 -14.326 1.207 0.021
H -20.422 -14.890 1.041 0.092
H -19.779 -11.585 3.006 0.085
H -18.659 -12.542 2.172 0.097
C -16.274 -15.771 -4.038 -0.573
O -15.637 -16.758 -3.567 -0.050
N -16.411 -14.508 -3.461 0.187
N -17.058 -15.929 -5.163 0.139
H -16.923 -13.806 -4.017 0.061
H -15.916 -14.306 -2.561 0.106
H -16.903 -15.261 -5.886 0.086
H -16.776 -16.821 -5.621 0.124
C -25.833 -19.210 0.356 -0.731
O -25.114 -19.799 1.124 0.008
N -26.346 -19.895 -0.691 0.175
N -26.081 -17.940 0.523 0.200
H -26.003 -20.817 -0.845 0.086
H -26.630 -19.458 -1.545 0.097
H -26.723 -17.481 -0.089 0.107
H -25.821 -17.540 1.401 0.108
C -17.339 -12.557 -0.797 -0.638
O -18.290 -12.291 -1.574 -0.056
N -16.633 -11.551 -0.227 0.172
N -17.017 -13.824 -0.441 0.152
H -16.516 -10.714 -0.760 0.059
H -15.797 -11.798 0.310 0.056
H -17.652 -14.524 -0.861 0.044
H -16.502 -14.163 0.431 0.086
C -24.909 -14.787 1.074 -0.567
O -25.506 -15.146 0.025 -0.039
N -23.574 -15.101 1.328 0.160
N -25.589 -14.185 2.175 0.135
H -22.919 -15.386 0.601 0.082
H -23.057 -14.523 2.006 0.061
H -25.023 -13.807 2.910 0.080
H -26.515 -13.763 1.987 0.115
C -18.000 -18.886 4.519 -0.711
O -16.777 -18.876 4.545 -0.011
N -18.676 -19.221 5.657 0.167
N -18.665 -18.369 3.500 0.200
H -19.544 -19.690 5.643 0.056
H -18.028 -19.508 6.375 0.104
H -19.642 -18.280 3.519 0.056
H -18.163 -17.853 2.787 0.107



165
Properties=species:S:1:pos:R:3:lowdin_charge:R:1 method="wB97M-V/def2-TZVPD" fmax_ha_per_bohr=0.085 lumo_energy_ev=-0.208 total_charge=0 e_homo_ev=-9.04 total_energy_ev=-122151.45132
C 0.792 -0.187 0.311 -0.074
C 1.783 -0.695 -0.894 -0.222
O 1.782 -2.147 -1.131 -0.107
B 1.537 -2.485 -2.548 -0.578
O 2.206 -1.894 -3.724 0.015
Si 0.232 -3.885 -2.900 0.679
O -1.395 -3.302 -3.210 -0.409
Si -1.762 -1.825 -2.333 0.221
Cl -1.063 -0.025 -3.350 0.357
C -3.717 -1.637 -2.308 -0.810
I -4.281 0.119 -1.112 0.768
C -4.493 -3.018 -1.885 -0.315
C -5.752 -2.779 -0.819 -0.207
B 0.379 -5.220 -1.513 -0.489
N -0.568 -5.314 -0.292 0.051
O 1.521 -6.192 -1.640 -0.020
H -0.249 0.203 -0.105 0.070
H 0.558 -1.010 1.110 0.082
H 1.328 0.755 0.805 0.081
H 1.526 -0.147 -1.896 0.101
H 2.891 -0.407 -0.569 0.124
H 2.709 -1.057 -3.501 0.120
H 0.685 -4.536 -4.156 0.016
H -1.341 -1.888 -0.939 0.021
H -4.046 -1.392 -3.424 0.064
H -3.760 -3.877 -1.516 0.115
H -5.010 -3.450 -2.867 0.095
H -5.367 -2.445 0.255 0.036
H -6.550 -2.004 -1.238 0.066
H -6.372 -3.778 -0.625 0.078
H -0.726 -6.356 -0.184 0.073
H 0.035 -4.971 0.508 0.080
H 1.653 -6.686 -0.774 0.055
C 3.321 -1.956 3.293 -0.158
O 2.036 -2.257 2.780 -0.128
H 3.253 -1.843 4.377 0.090
H 4.009 -2.772 3.056 0.054
H 3.680 -1.023 2.852 0.073
H 2.127 -2.352 1.817 0.057
C 3.388 2.884 1.485 -0.151
O 3.202 1.505 1.228 -0.164
H 2.419 3.387 1.442 0.068
H 3.821 3.016 2.479 0.067
H 4.051 3.311 0.728 0.086
H 4.078 1.085 1.272 0.063
C -0.945 3.272 -6.031 -0.133
O -0.535 2.880 -4.734 -0.169
H -0.880 4.360 -6.110 0.081
H -0.290 2.815 -6.776 0.069
H -1.979 2.959 -6.197 0.086
H -0.604 1.911 -4.694 -0.014
C 4.869 -3.059 0.016 -0.100
O 5.280 -3.452 1.312 -0.152
H 4.935 -1.971 -0.063 0.089
H 5.525 -3.517 -0.729 0.091
H 3.836 -3.372 -0.151 0.075
H 5.211 -4.421 1.353 0.113
C -3.150 -2.189 3.036 -0.152
O -3.942 -2.576 1.929 -0.167
H -3.060 -1.100 3.046 0.083
H -3.627 -2.521 3.961 0.076
H -2.155 -2.634 2.947 0.074
H -4.004 -3.546 1.947 0.087
C -0.949 -0.775 -7.049 -0.166
O 0.341 -0.321 -6.679 -0.151
H -1.146 -0.479 -8.082 0.084
H -0.989 -1.864 -6.970 0.074
H -1.697 -0.323 -6.394 0.058
H 0.488 -0.598 -5.759 0.037
C 0.856 5.943 2.499 -0.159
O 2.256 5.733 2.465 -0.140
H 0.461 5.547 3.437 0.063
H 0.646 7.013 2.440 0.080
H 0.388 5.422 1.660 0.072
H 2.579 6.094 1.621 0.085
C 1.398 -4.699 6.090 -0.159
O 2.503 -3.949 5.621 -0.138
H 1.439 -4.749 7.181 0.080
H 0.469 -4.211 5.785 0.077
H 1.443 -5.711 5.679 0.071
H 2.440 -3.922 4.652 0.052
C 0.409 6.400 6.978 -0.161
O -0.383 6.013 5.871 -0.140
H 0.499 7.489 6.988 0.059
H -0.068 6.068 7.903 0.076
H 1.404 5.955 6.889 0.081
H -0.445 5.043 5.889 0.084
C 2.485 10.257 7.656 -0.157
O 2.299 8.877 7.399 -0.144
H 1.516 10.760 7.613 0.082
H 2.917 10.388 8.650 0.077
H 3.148 10.683 6.899 0.077
H 3.175 8.458 7.443 0.090
C 3.788 -5.639 -5.122 -0.162
O 3.807 -4.509 -4.269 -0.141
H 4.534 -6.358 -4.775 0.079
H 2.798 -6.102 -5.093 0.071
H 4.028 -5.331 -6.142 0.077
H 3.135 -3.890 -4.600 0.045
C -5.108 -6.203 -4.632 -0.160
O -5.288 -5.725 -3.312 -0.143
H -4.192 -5.774 -5.043 0.077
H -5.023 -7.293 -4.617 0.083
H -5.958 -5.901 -5.249 0.067
H -6.108 -6.122 -2.973 0.090
C -3.094 8.262 8.701 -0.159
O -2.094 7.919 9.642 -0.136
H -4.064 8.282 9.203 0.083
H -2.881 9.250 8.284 0.075
H -3.116 7.515 7.903 0.060
H -1.246 7.909 9.168 0.061
C 2.714 -8.494 1.851 -0.143
O 1.841 -8.003 0.849 -0.144
H 2.897 -7.702 2.581 0.081
H 2.251 -9.348 2.352 0.081
H 3.661 -8.794 1.396 0.081
H 1.697 -8.727 0.217 0.095
C 6.893 -2.471 4.358 -0.141
O 6.020 -1.981 3.357 -0.178
H 7.076 -1.679 5.088 0.078
H 6.430 -3.325 4.859 0.080
H 7.840 -2.771 3.903 0.076
H 5.876 -2.705 2.724 0.018
C 0.355 5.955 -2.865 -0.165
O -0.438 5.568 -3.973 -0.142
H 0.444 7.044 -2.856 0.076
H -0.123 5.623 -1.940 0.071
H 1.349 5.511 -2.955 0.075
H -0.500 4.598 -3.955 0.032
C -4.891 -3.454 -6.921 -0.158
O -3.602 -3.001 -6.551 -0.130
H -5.088 -3.159 -7.954 0.083
H -4.932 -4.544 -6.842 0.035
H -5.639 -3.003 -6.266 0.086
H -3.454 -3.278 -5.631 0.067
C -6.717 -6.160 -8.701 -0.151
O -5.717 -6.502 -7.759 -0.155
H -7.687 -6.139 -8.198 0.084
H -6.504 -5.172 -9.117 0.072
H -6.738 -6.906 -9.498 0.078
H -4.869 -6.513 -8.233 0.094
C -5.442 6.060 5.562 -0.172
O -4.442 5.718 6.504 -0.137
H -6.411 6.081 6.065 0.080
H -5.228 7.048 5.146 0.062
H -5.463 5.314 4.764 0.073
H -3.593 5.707 6.029 0.071
C -3.744 6.663 1.955 -0.150
O -4.723 7.036 2.907 -0.151
H -3.080 5.919 2.400 0.079
H -4.233 6.234 1.077 0.078
H -3.161 7.542 1.667 0.077
H -5.296 7.697 2.484 0.092
C 6.174 2.089 4.044 -0.132
O 5.381 1.702 2.936 -0.166
H 6.263 3.178 4.053 0.085
H 5.696 1.757 4.969 0.083
H 7.168 1.645 3.954 0.079
H 5.319 0.732 2.954 0.070
C 2.763 3.120 -7.549 -0.168
O 1.971 2.733 -8.656 -0.136
H 2.853 4.209 -7.539 0.082
H 2.286 2.788 -6.624 0.067
H 3.758 2.676 -7.638 0.074
H 1.909 1.763 -8.639 0.078



55
Properties=species:S:1:pos:R:3:lowdin_charge:R:1 method="wB97M-V/def2-TZVPD" fmax_ha_per_bohr=0.012 lumo_energy_ev=-3.737 total_charge=+1 e_homo_ev=-10.79 total_energy_ev=-146656.90229
Al -0.383 -0.367 -0.910 -0.175
Br 5.410 4.056 -1.918 0.768
C 4.103 2.697 -1.764 -0.685
C 4.499 1.360 -1.711 -0.087
C 3.562 0.358 -1.579 0.017
C 2.201 0.658 -1.491 -0.263
O 1.321 -0.313 -1.333 -0.078
C 1.804 2.010 -1.593 -0.116
C 0.429 2.382 -1.651 -0.001
N -0.556 1.558 -1.540 0.030
C -1.898 1.966 -1.639 -0.195
C -2.407 3.235 -1.568 0.025
C -3.790 3.452 -1.732 -0.037
C -4.643 2.416 -1.989 -0.005
C -4.147 1.094 -2.054 -0.129
C -4.938 -0.034 -2.360 0.038
C -4.362 -1.275 -2.388 -0.008
C -3.007 -1.411 -2.068 -0.086
N -2.232 -0.379 -1.783 0.065
C -2.779 0.875 -1.821 -0.130
C 2.775 3.021 -1.719 -0.064
H 5.552 1.117 -1.780 0.111
H 3.873 -0.676 -1.536 0.116
H 0.221 3.433 -1.850 0.143
H -1.764 4.082 -1.369 0.121
H -4.172 4.462 -1.668 0.119
H -5.701 2.591 -2.140 0.125
H -5.990 0.098 -2.582 0.133
H -4.939 -2.156 -2.632 0.121
H -2.549 -2.390 -2.045 0.066
H 2.458 4.056 -1.772 0.118
F -0.345 -1.132 6.729 0.152
C -0.371 -0.789 5.452 -0.140
C 0.256 0.370 5.026 -0.141
F 0.906 1.127 5.899 0.145
C 0.199 0.738 3.695 -0.246
F 0.811 1.858 3.331 0.101
C -0.480 -0.029 2.747 -0.476
S -0.673 0.640 1.134 0.885
C -1.059 -1.204 3.203 -0.252
F -1.675 -2.020 2.325 0.067
C -1.019 -1.587 4.530 -0.147
F -1.603 -2.718 4.916 0.137
S -0.389 -2.713 -0.903 0.842
C 1.130 -2.961 -0.108 -0.621
N 1.210 -2.690 1.209 0.104
C 2.343 -2.784 1.933 -0.018
C 3.493 -3.211 1.339 -0.021
C 3.446 -3.578 -0.011 -0.011
C 2.276 -3.459 -0.727 -0.047
H 0.351 -2.375 1.648 0.110
H 2.277 -2.523 2.980 0.144
H 4.412 -3.266 1.905 0.123
H 4.339 -3.953 -0.495 0.128
H 2.215 -3.718 -1.773 0.125



58
Properties=species:S:1:pos:R:3:lowdin_charge:R:1 method="wB97M-V/def2-TZVPD" fmax_ha_per_bohr=0.029 lumo_energy_ev=-1.845 de_lowest_ev=0.000 total_charge=0 e_homo_ev=-6.87 total_energy_ev=-128308.84197
Ti -0.950 0.936 0.081 0.533
C 2.953 3.206 -0.267 -0.076
C 1.604 2.887 -0.298 -0.119
N 1.192 1.640 -0.078 -0.004
C 2.132 0.727 0.166 -0.170
C 3.468 1.072 0.233 -0.042
N 3.890 2.315 0.016 0.113
C 1.648 -0.669 0.319 -0.170
C 2.497 -1.742 0.501 0.074
C 1.968 -3.020 0.594 -0.117
C 0.598 -3.160 0.473 0.076
C -0.194 -2.041 0.295 -0.181
N 0.326 -0.812 0.229 -0.011
C -1.655 -2.116 0.075 -0.191
C -2.373 -3.292 0.172 -0.041
N -3.655 -3.372 -0.172 0.113
C -4.199 -2.257 -0.636 -0.076
C -3.507 -1.059 -0.694 -0.152
N -2.240 -0.978 -0.304 -0.013
C 2.846 -4.205 0.798 -0.173
C 4.066 -4.315 0.147 -0.013
C 4.842 -5.441 0.370 -0.129
N 4.489 -6.434 1.187 0.069
C 3.316 -6.314 1.811 -0.126
C 2.465 -5.231 1.648 -0.010
H 3.264 4.226 -0.456 0.120
H 0.850 3.634 -0.479 0.083
H 4.221 0.332 0.468 0.116
H 3.563 -1.590 0.585 0.118
H 0.149 -4.143 0.487 0.121
H -1.909 -4.196 0.543 0.118
H -5.231 -2.293 -0.961 0.119
H -3.976 -0.156 -1.052 0.057
H 4.403 -3.555 -0.547 0.116
H 5.794 -5.549 -0.138 0.109
H 3.040 -7.121 2.479 0.110
H 1.536 -5.184 2.203 0.119
S -0.450 0.314 -2.362 0.710
C -0.868 1.999 -2.543 -0.729
C -0.882 2.731 -3.731 -0.076
C -1.221 4.064 -3.681 -0.052
C -1.536 4.654 -2.456 -0.041
C -1.499 3.879 -1.324 -0.135
N -1.179 2.572 -1.378 -0.132
H -0.623 2.236 -4.657 0.108
H -1.238 4.652 -4.590 0.113
H -1.808 5.697 -2.380 0.111
H -1.729 4.269 -0.348 0.080
S -5.022 6.647 2.811 0.522
C -4.132 5.366 2.296 -1.519
S -2.440 5.195 2.592 0.911
C -2.217 3.645 1.830 -1.124
C -3.305 3.094 1.307 -1.085
S -3.324 1.538 0.499 0.686
S -4.791 4.000 1.477 0.911
S -0.621 2.940 1.747 0.669
N -1.252 -0.385 3.051 0.042
C -1.090 0.163 2.043 -0.440



60
Properties=species:S:1:pos:R:3:lowdin_charge:R:1 method="wB97M-V/def2-TZVPD" spin_multiplicity=3 fmax_ha_per_bohr=0.082 lumo_energy_ev="-0.876 / -1.608" de_lowest_ev=0.252 total_charge=0 e_homo_ev="-7.56 / -8.29" total_energy_ev=-109379.81202
Ti 0.049 0.474 -0.037 1.134
Cl -1.484 -5.544 4.025 0.639
C -0.904 -4.098 3.223 -0.678
C 0.363 -3.567 3.551 -0.074
C 0.778 -2.432 2.911 -0.008
C -0.063 -1.741 2.037 -0.322
O 0.422 -0.636 1.505 -0.188
C -1.319 -2.292 1.704 -0.108
C -2.278 -1.591 0.855 -0.090
N -2.096 -0.451 0.417 0.062
C -3.225 0.270 -0.158 -0.168
C -4.535 -0.163 -0.144 -0.011
C -5.581 0.618 -0.728 -0.046
C -5.316 1.930 -1.142 -0.013
C -3.970 2.386 -1.047 -0.142
C -3.553 3.704 -1.414 0.014
C -2.315 4.131 -1.155 0.028
C -1.346 3.200 -0.670 -0.229
N -1.586 1.962 -0.457 0.087
C -2.912 1.591 -0.581 -0.125
C -1.683 -3.491 2.337 -0.096
H 1.042 -4.087 4.275 0.127
H 1.775 -1.964 3.013 0.136
H -3.185 -2.159 0.661 0.126
H -4.771 -1.181 0.248 0.118
H -6.634 0.228 -0.769 0.121
H -6.023 2.605 -1.590 0.107
H -4.349 4.187 -1.920 0.113
H -1.951 5.066 -1.424 0.105
H 0.055 4.216 0.637 0.109
H -2.663 -4.026 2.093 0.141
N 4.185 1.242 0.479 0.178
C 4.506 -0.105 0.302 -0.177
C 5.741 -0.757 0.386 0.003
C 5.651 -2.118 0.102 -0.091
C 4.467 -2.721 -0.258 -0.094
C 3.253 -2.093 -0.235 0.020
C 3.304 -0.705 0.029 -0.173
N 2.305 0.276 -0.086 0.103
C 2.915 1.402 0.150 -0.275
C 2.206 2.717 0.111 -0.269
C 2.886 3.874 0.403 -0.555
S 2.377 5.515 0.700 0.575
C 0.045 3.576 -0.290 -0.194
N 0.860 2.401 -0.026 -0.069
H 4.883 1.959 0.692 0.171
H 6.616 -0.221 0.714 0.108
H 6.563 -2.675 0.263 0.104
H 4.464 -3.772 -0.463 0.103
H 2.306 -2.583 -0.426 0.110
H 3.953 3.703 0.432 0.026
H 0.525 4.214 -1.037 0.116
F -1.422 -2.876 -3.088 0.097
C -1.344 -1.502 -3.163 -0.594
F -2.412 -1.080 -2.400 0.108
F -1.453 -1.145 -4.425 0.171
S 0.255 -1.018 -2.454 0.514
O 1.313 -1.545 -3.221 -0.209
O 0.157 0.448 -2.357 -0.331
O 0.151 -1.556 -1.091 -0.344